This record from OMol25 describes one molecule with the formula C3H3NO2. The level of theory is ωB97M-V/def2-TZVPD.

Its HOMO-LUMO gap is 0.38162 hartree. For the total energy, the calculation gives -321.271323 a.u. Its largest force on an atom is 0.1005 Eh/bohr.

Last column: Mulliken charge in e.
Cartesian coordinates (Å):
N1 -2.1530 -1.0102 0.6336  -0.37
C1 -1.3420 -0.7058 -0.1501  0.30
C2 -0.1441 -0.2614 -0.8652  0.47
O1 -0.0637 -0.4512 -2.0401  -0.47
C3 0.9579 0.3448 0.0074  -0.26
O2 0.1907 1.0724 1.0436  -0.57
H1 1.6399 -0.5465 0.2401  0.24
H2 1.3351 1.1121 -0.6453  0.27
H3 -0.4208 0.4458 1.7760  0.37

---

This record from OMol25 describes one molecule with the formula C3H3NO2. The level of theory is ωB97M-V/def2-TZVPD.

Its HOMO-LUMO gap is 0.35563 hartree. For the total energy, the calculation gives -321.353088 a.u. Its largest force on an atom is 0.0206 Eh/bohr.

Last column: Mulliken charge in e.
Cartesian coordinates (Å):
O1 -1.4984 1.7681 -0.8814  -0.58
C1 -0.6878 1.0470 -0.3660  0.42
N1 -0.9337 -0.1838 0.1601  -0.07
C2 0.2479 -0.7282 0.6771  -0.31
C3 1.1958 0.1926 0.4483  -0.15
O2 0.6511 1.2888 -0.1890  -0.31
H1 -1.9085 -0.4299 0.0690  0.23
H2 0.3112 -1.6965 1.1494  0.38
H3 2.2552 0.2320 0.6606  0.40